{"formula": "C20H68N8O14", "method": "ωB97M-V with the def2-TZVPD basis set", "species": ["C", "C", "O", "H", "H", "H", "H", "H", "H", "C", "C", "O", "H", "H", "H", "H", "H", "H", "C", "C", "O", "H", "H", "H", "H", "H", "H", "C", "C", "O", "H", "H", "H", "H", "H", "H", "C", "C", "O", "H", "H", "H", "H", "H", "H", "C", "C", "O", "H", "H", "H", "H", "H", "H", "C", "O", "N", "N", "H", "H", "H", "H", "C", "O", "N", "N", "H", "H", "H", "H", "C", "O", "N", "N", "H", "H", "H", "H", "C", "O", "N", "N", "H", "H", "H", "H", "C", "O", "H", "H", "H", "H", "C", "O", "H", "H", "H", "H", "C", "O", "H", "H", "H", "H", "C", "O", "H", "H", "H", "H"], "positions_angstrom": [[-11.903, -9.206, 10.278], [-11.752, -7.712, 10.287], [-11.739, -7.343, 8.980], [-12.783, -9.544, 9.836], [-11.888, -9.514, 11.261], [-11.158, -9.638, 9.633], [-10.867, -7.402, 10.746], [-12.544, -7.187, 10.898], [-10.869, -6.957, 8.725], [-17.862, -2.586, 11.673], [-17.597, -2.423, 10.125], [-18.829, -2.166, 9.452], [-18.588, -3.390, 11.970], [-18.315, -1.691, 12.099], [-16.977, -2.617, 12.218], [-17.128, -3.367, 9.802], [-16.972, -1.598, 9.849], [-18.939, -1.192, 9.476], [-15.803, -5.239, 11.838], [-14.906, -6.341, 12.311], [-15.292, -6.647, 13.633], [-15.649, -5.023, 10.765], [-15.705, -4.355, 12.514], [-16.839, -5.580, 11.894], [-13.880, -6.040, 12.283], [-14.991, -7.141, 11.618], [-14.648, -6.348, 14.265], [-15.440, -9.076, 7.972], [-15.444, -8.434, 9.340], [-16.359, -7.395, 9.238], [-16.436, -9.348, 7.700], [-14.648, -9.898, 8.012], [-15.054, -8.407, 7.233], [-14.430, -8.024, 9.634], [-15.744, -9.143, 10.064], [-17.216, -7.675, 9.398], [-14.304, -1.701, 10.699], [-14.927, -0.493, 11.447], [-14.280, -0.134, 12.681], [-14.736, -2.649, 11.153], [-13.282, -1.688, 10.730], [-14.744, -1.717, 9.698], [-15.991, -0.625, 11.662], [-14.850, 0.333, 10.767], [-14.711, 0.674, 12.999], [-16.240, -6.018, 5.837], [-16.237, -6.790, 4.554], [-15.853, -8.166, 4.703], [-16.749, -6.603, 6.637], [-16.495, -5.029, 5.772], [-15.154, -5.966, 6.093], [-15.607, -6.372, 3.816], [-17.218, -6.757, 4.045], [-14.917, -8.142, 4.892], [-12.983, -8.789, 5.599], [-13.238, -10.054, 5.137], [-13.142, -7.677, 4.951], [-12.330, -8.724, 6.728], [-13.270, -7.648, 3.937], [-12.947, -6.718, 5.377], [-12.230, -9.708, 7.115], [-12.404, -8.002, 7.428], [-9.133, -4.673, 8.264], [-10.431, -4.443, 7.798], [-8.590, -4.016, 9.277], [-8.401, -5.625, 7.759], [-9.071, -3.251, 9.740], [-7.825, -4.408, 9.760], [-8.884, -6.042, 6.910], [-7.625, -6.175, 8.160], [-14.167, -4.340, 8.414], [-15.400, -3.622, 8.223], [-12.945, -3.932, 8.063], [-14.043, -5.513, 8.892], [-12.928, -2.986, 7.653], [-12.057, -4.289, 8.447], [-14.937, -6.039, 9.060], [-13.158, -6.086, 8.911], [-9.542, -3.371, 4.439], [-10.406, -3.257, 3.242], [-8.464, -4.142, 4.448], [-9.754, -2.727, 5.514], [-8.121, -4.290, 3.499], [-7.782, -4.181, 5.147], [-10.735, -2.554, 5.733], [-9.036, -2.672, 6.262], [-11.324, -3.982, 11.129], [-10.717, -3.601, 12.332], [-10.748, -4.758, 10.732], [-11.321, -3.161, 10.353], [-12.310, -4.441, 11.243], [-9.841, -3.293, 12.244], [-11.219, -1.167, 8.185], [-12.184, -1.342, 7.228], [-10.414, -1.859, 8.054], [-11.747, -1.168, 9.115], [-10.666, -0.226, 8.037], [-11.932, -0.746, 6.503], [-15.603, -2.335, 5.290], [-16.719, -2.354, 6.155], [-15.428, -1.329, 4.859], [-15.560, -3.110, 4.512], [-14.787, -2.588, 5.982], [-16.367, -2.636, 7.015], [-12.834, -4.675, 4.620], [-12.541, -5.339, 5.807], [-12.091, -4.939, 3.866], [-12.631, -3.568, 4.741], [-13.845, -4.700, 4.304], [-12.776, -4.770, 6.615]], "energy_ha": -2293.95735, "total_charge": 0, "e_above_lowest_kj_mol": 319.0, "lumo_ha": -0.04043, "largest_force_ha_per_bohr": 0.177}


{"formula": "C20H70N12O15", "method": "ωB97M-V with the def2-TZVPD basis set", "species": ["C", "C", "O", "H", "H", "H", "H", "H", "H", "C", "C", "O", "H", "H", "H", "H", "H", "H", "C", "C", "O", "H", "H", "H", "H", "H", "H", "C", "C", "O", "H", "H", "H", "H", "H", "H", "C", "C", "O", "H", "H", "H", "H", "H", "H", "C", "O", "N", "N", "H", "H", "H", "H", "C", "O", "N", "N", "H", "H", "H", "H", "C", "O", "N", "N", "H", "H", "H", "H", "C", "O", "N", "N", "H", "H", "H", "H", "C", "O", "N", "N", "H", "H", "H", "H", "C", "O", "N", "N", "H", "H", "H", "H", "C", "O", "H", "H", "H", "H", "C", "O", "H", "H", "H", "H", "C", "O", "H", "H", "H", "H", "C", "O", "H", "H", "H", "H"], "positions_angstrom": [[-6.241, 13.932, 0.228], [-5.214, 13.140, -0.542], [-3.883, 13.583, -0.270], [-6.060, 14.024, 1.284], [-7.243, 13.518, 0.112], [-6.154, 14.915, -0.146], [-5.233, 13.291, -1.670], [-5.133, 12.057, -0.364], [-3.276, 13.119, -0.817], [-2.840, 15.164, 5.493], [-2.516, 15.204, 6.921], [-2.044, 16.493, 7.353], [-3.905, 15.375, 5.313], [-2.741, 14.217, 5.076], [-2.151, 15.779, 4.891], [-1.817, 14.410, 7.116], [-3.459, 14.963, 7.392], [-1.785, 16.372, 8.251], [-1.008, 8.858, 2.046], [-2.389, 8.950, 2.615], [-2.662, 10.332, 2.906], [-1.031, 9.360, 1.113], [-0.642, 7.866, 1.965], [-0.262, 9.332, 2.711], [-2.243, 8.544, 3.592], [-3.225, 8.467, 2.107], [-3.545, 10.318, 3.345], [2.665, 15.166, 2.302], [2.276, 16.427, 1.616], [1.081, 16.232, 0.866], [2.919, 14.360, 1.548], [1.862, 14.874, 2.940], [3.468, 15.283, 3.003], [3.155, 16.739, 1.006], [2.103, 17.251, 2.368], [0.430, 16.963, 0.889], [1.955, 11.728, 3.812], [3.264, 11.007, 3.483], [3.740, 11.583, 2.310], [1.134, 11.133, 3.384], [1.849, 12.779, 3.543], [1.663, 11.667, 4.865], [3.065, 9.963, 3.161], [3.957, 11.067, 4.312], [4.483, 12.118, 2.656], [-0.948, 11.443, 6.234], [-0.656, 11.119, 7.541], [-0.502, 12.529, 5.754], [-1.620, 10.710, 5.411], [0.002, 13.109, 6.427], [-0.558, 12.898, 4.854], [-1.874, 9.697, 5.631], [-1.680, 10.888, 4.404], [0.614, 12.557, -2.623], [0.403, 13.513, -3.604], [1.237, 12.809, -1.494], [0.194, 11.369, -2.777], [1.859, 13.636, -1.500], [1.417, 12.107, -0.689], [-0.071, 11.130, -3.735], [0.292, 10.531, -2.121], [-0.636, 13.152, 1.732], [-0.722, 13.551, 3.059], [-1.077, 11.995, 1.293], [-0.160, 13.897, 0.742], [-1.556, 11.392, 1.990], [-1.470, 12.055, 0.306], [0.377, 14.741, 1.009], [0.125, 13.507, -0.157], [1.629, 10.096, 0.042], [0.729, 9.593, -0.866], [1.448, 11.170, 0.741], [2.770, 9.568, 0.264], [0.446, 11.554, 0.850], [2.236, 11.520, 1.321], [3.037, 8.945, -0.520], [3.407, 9.890, 0.951], [-1.555, 15.868, -1.611], [-0.210, 15.887, -1.861], [-2.433, 16.230, -2.483], [-1.996, 15.373, -0.486], [-1.948, 16.589, -3.323], [-3.373, 15.811, -2.587], [-1.227, 14.912, 0.077], [-2.917, 15.017, -0.407], [3.192, 15.189, -2.440], [4.409, 14.680, -2.914], [2.295, 15.724, -3.180], [2.860, 14.980, -1.223], [2.561, 16.115, -4.112], [1.362, 15.792, -2.896], [3.621, 14.580, -0.612], [2.129, 15.482, -0.658], [-3.972, 13.170, 2.999], [-4.031, 14.434, 2.380], [-4.262, 12.474, 2.180], [-4.686, 13.093, 3.886], [-2.960, 12.930, 3.270], [-3.902, 14.245, 1.454], [-2.581, 10.747, -0.952], [-1.929, 12.008, -1.164], [-1.910, 9.930, -0.997], [-3.367, 10.479, -1.668], [-3.136, 10.714, -0.052], [-1.261, 11.850, -1.794], [-1.432, 16.868, 2.359], [-1.219, 17.569, 1.128], [-0.968, 15.896, 2.295], [-2.519, 16.797, 2.593], [-0.976, 17.389, 3.216], [-1.763, 17.135, 0.472], [0.827, 16.307, 5.168], [0.593, 16.081, 6.526], [1.864, 16.366, 4.836], [0.300, 17.247, 4.932], [0.256, 15.578, 4.500], [-0.364, 16.138, 6.717]], "energy_ha": -2589.56498, "total_charge": 0, "e_above_lowest_kj_mol": 28.2, "lumo_ha": -0.00490, "largest_force_ha_per_bohr": 0.190}


{"formula": "C20H70N18O15", "method": "ωB97M-V with the def2-TZVPD basis set", "species": ["C", "C", "O", "H", "H", "H", "H", "H", "H", "C", "C", "O", "H", "H", "H", "H", "H", "H", "C", "C", "O", "H", "H", "H", "H", "H", "H", "C", "C", "O", "H", "H", "H", "H", "H", "H", "C", "C", "O", "H", "H", "H", "H", "H", "H", "C", "O", "N", "N", "H", "H", "H", "H", "C", "O", "N", "N", "H", "H", "H", "H", "C", "O", "N", "N", "H", "H", "H", "H", "C", "O", "N", "N", "H", "H", "H", "H", "C", "O", "N", "N", "H", "H", "H", "H", "C", "O", "N", "N", "H", "H", "H", "H", "C", "O", "N", "N", "H", "H", "H", "H", "C", "O", "N", "N", "H", "H", "H", "H", "C", "O", "N", "N", "H", "H", "H", "H", "C", "O", "H", "H", "H", "H"], "positions_angstrom": [[-3.302, 1.010, 4.605], [-3.086, 1.787, 3.375], [-2.740, 0.887, 2.287], [-3.771, 1.560, 5.399], [-2.349, 0.695, 4.952], [-3.859, -0.013, 4.358], [-2.371, 2.513, 3.618], [-3.980, 2.347, 3.134], [-2.341, 1.375, 1.524], [3.743, -3.960, -1.960], [2.563, -3.546, -1.131], [2.006, -2.331, -1.708], [4.430, -4.604, -1.476], [4.302, -2.989, -1.996], [3.497, -4.176, -3.010], [2.973, -3.198, -0.155], [1.746, -4.333, -0.891], [1.289, -2.086, -1.192], [0.489, 2.727, 3.779], [1.209, 1.446, 4.130], [2.073, 1.027, 3.144], [1.099, 3.596, 3.499], [-0.229, 3.071, 4.551], [-0.080, 2.525, 2.873], [0.387, 0.686, 4.204], [1.630, 1.554, 5.156], [1.517, 1.043, 2.359], [3.818, -2.838, 2.809], [2.398, -2.382, 2.638], [1.600, -3.525, 2.426], [3.794, -3.609, 3.556], [4.510, -2.065, 3.116], [4.302, -3.233, 1.885], [2.348, -1.811, 1.731], [1.994, -1.839, 3.504], [2.117, -4.090, 1.802], [-3.482, 3.937, -2.844], [-3.277, 2.386, -2.815], [-2.338, 2.196, -1.846], [-4.220, 4.240, -3.575], [-2.491, 4.462, -3.109], [-3.916, 4.181, -1.910], [-2.933, 2.061, -3.789], [-4.260, 1.930, -2.716], [-2.137, 1.267, -1.660], [0.652, 3.480, -3.371], [0.226, 2.388, -4.102], [0.062, 3.672, -2.261], [1.638, 4.245, -3.736], [-0.816, 3.123, -2.158], [0.136, 4.585, -1.727], [2.261, 3.871, -4.524], [2.003, 4.991, -3.151], [3.075, 0.230, -3.750], [2.510, 1.048, -2.817], [3.650, 0.726, -4.800], [3.403, -1.031, -3.584], [3.462, 1.712, -4.967], [4.011, 0.161, -5.591], [2.927, -1.529, -2.822], [3.601, -1.673, -4.349], [2.005, 3.062, 0.607], [1.312, 4.151, 0.998], [1.603, 2.513, -0.474], [3.196, 2.730, 1.036], [1.004, 3.052, -1.182], [2.160, 1.830, -1.075], [3.423, 3.140, 1.984], [3.597, 1.929, 0.660], [-2.277, 4.016, 1.308], [-1.836, 4.732, 2.369], [-3.540, 4.132, 0.897], [-1.587, 3.114, 0.616], [-4.126, 4.615, 1.574], [-3.829, 3.332, 0.364], [-0.533, 3.081, 0.710], [-1.874, 2.655, -0.255], [-3.598, -1.476, -0.236], [-3.542, -0.226, -0.868], [-3.352, -1.764, 1.046], [-3.895, -2.563, -0.931], [-2.987, -0.947, 1.568], [-3.668, -2.646, 1.501], [-4.086, -2.471, -1.925], [-4.144, -3.535, -0.569], [-0.946, -4.606, 0.262], [-0.006, -5.492, 0.555], [-1.286, -3.554, 0.995], [-1.533, -4.605, -0.927], [-0.870, -3.409, 2.004], [-1.972, -2.760, 0.845], [-1.436, -5.493, -1.523], [-2.053, -3.819, -1.248], [-0.142, -0.494, -0.097], [-0.125, -0.355, 1.241], [-0.473, -1.577, -0.725], [-0.018, 0.496, -0.930], [-0.618, -2.497, -0.170], [-0.875, -1.564, -1.612], [0.415, 1.413, -0.566], [-0.041, 0.372, -1.898], [-1.807, -2.470, 3.722], [-3.029, -2.756, 4.201], [-0.912, -3.445, 3.560], [-1.405, -1.250, 3.417], [-1.256, -4.382, 3.793], [0.024, -3.384, 3.237], [-2.007, -0.379, 3.620], [-0.660, -1.030, 2.693], [-1.113, -0.909, -3.773], [-2.344, -0.435, -4.323], [-1.182, -2.097, -3.316], [-0.056, -0.208, -3.610], [-2.129, -2.427, -3.222], [-0.403, -2.768, -3.220], [-0.013, 0.760, -3.923], [0.757, -0.688, -3.416], [3.542, -0.154, 0.161], [4.395, 0.751, -0.454], [3.954, -1.159, 0.083], [2.515, -0.146, -0.200], [3.433, -0.072, 1.214], [4.804, 0.253, -1.138]], "energy_ha": -2918.19895, "total_charge": 0, "lumo_ha": -0.00926, "largest_force_ha_per_bohr": 0.217}


{"formula": "C20H70N2O15", "method": "ωB97M-V with the def2-TZVPD basis set", "species": ["C", "C", "O", "H", "H", "H", "H", "H", "H", "C", "C", "O", "H", "H", "H", "H", "H", "H", "C", "C", "O", "H", "H", "H", "H", "H", "H", "C", "C", "O", "H", "H", "H", "H", "H", "H", "C", "C", "O", "H", "H", "H", "H", "H", "H", "C", "O", "N", "N", "H", "H", "H", "H", "C", "O", "H", "H", "H", "H", "C", "O", "H", "H", "H", "H", "C", "O", "H", "H", "H", "H", "C", "O", "H", "H", "H", "H", "C", "O", "H", "H", "H", "H", "C", "O", "H", "H", "H", "H", "C", "O", "H", "H", "H", "H", "C", "O", "H", "H", "H", "H", "C", "O", "H", "H", "H", "H"], "positions_angstrom": [[1.416, 0.745, -2.634], [1.541, 1.949, -3.540], [2.294, 1.505, -4.625], [0.519, 0.800, -2.037], [2.278, 0.657, -1.884], [1.122, -0.216, -3.197], [1.983, 2.825, -3.073], [0.550, 2.183, -3.861], [1.739, 0.962, -5.168], [-1.044, 3.141, 3.257], [-1.693, 4.210, 4.096], [-2.912, 4.546, 3.439], [-1.576, 2.188, 3.174], [-0.079, 2.842, 3.673], [-0.986, 3.534, 2.205], [-0.910, 4.985, 4.099], [-1.820, 3.903, 5.129], [-3.253, 5.402, 3.659], [-3.652, -0.016, -3.582], [-2.273, 0.613, -3.342], [-2.475, 1.954, -2.918], [-4.204, 0.385, -4.472], [-4.231, 0.079, -2.713], [-3.669, -1.122, -3.871], [-1.819, 0.598, -4.334], [-1.613, 0.032, -2.679], [-3.006, 1.941, -2.104], [-0.311, -0.612, 0.258], [0.092, 0.408, 1.278], [0.294, 1.633, 0.666], [0.606, -0.815, -0.337], [-1.129, -0.283, -0.398], [-0.561, -1.428, 0.946], [0.931, 0.081, 1.877], [-0.611, 0.496, 2.034], [1.172, 1.642, 0.218], [-0.493, -2.501, -3.156], [0.623, -3.488, -3.492], [0.381, -4.175, -4.639], [-1.453, -3.094, -3.194], [-0.549, -1.705, -3.875], [-0.230, -2.046, -2.222], [0.657, -4.235, -2.713], [1.634, -3.087, -3.485], [1.079, -4.792, -4.663], [3.633, 2.379, -0.715], [4.370, 1.758, -1.740], [3.306, 3.648, -0.695], [3.318, 1.865, 0.470], [3.432, 4.223, -1.547], [2.988, 4.195, 0.183], [3.633, 0.931, 0.704], [2.912, 2.426, 1.166], [-3.019, -2.340, -0.548], [-3.000, -3.546, -1.250], [-2.700, -1.504, -1.258], [-2.412, -2.349, 0.303], [-4.000, -2.276, -0.257], [-2.600, -4.181, -0.678], [-0.272, -2.904, 3.291], [1.052, -3.267, 2.923], [-0.312, -3.175, 4.338], [-0.983, -3.630, 2.808], [-0.450, -1.834, 3.069], [1.038, -3.287, 1.970], [0.930, 0.036, 4.731], [2.147, 0.430, 4.246], [0.178, 0.456, 4.092], [0.770, 0.410, 5.735], [0.873, -1.025, 4.709], [2.864, 0.112, 4.847], [-3.287, 1.744, 0.256], [-3.910, 2.490, -0.766], [-3.061, 2.353, 1.174], [-2.300, 1.680, -0.135], [-3.583, 0.729, 0.459], [-4.567, 3.028, -0.374], [3.750, -1.760, -1.240], [3.490, -2.193, -2.551], [2.849, -1.177, -0.993], [4.643, -1.236, -1.227], [3.596, -2.523, -0.547], [3.559, -1.488, -3.124], [-3.006, -0.711, 3.133], [-2.272, -0.782, 4.353], [-4.037, -0.969, 3.333], [-2.637, -1.433, 2.510], [-2.947, 0.287, 2.680], [-2.838, -0.470, 5.077], [-0.116, -4.175, 0.047], [1.027, -3.312, -0.203], [0.244, -5.101, 0.211], [-0.700, -4.266, -0.839], [-0.775, -3.830, 0.756], [1.622, -3.846, -0.775], [3.823, -1.276, 2.007], [4.580, -0.451, 1.228], [4.172, -1.129, 3.016], [3.935, -2.325, 1.632], [2.760, -0.988, 1.904], [5.458, -0.777, 1.053], [-0.171, 3.743, -1.519], [-0.918, 4.738, -2.171], [0.906, 3.884, -1.545], [-0.410, 2.789, -1.999], [-0.570, 3.692, -0.504], [-0.365, 4.883, -3.010]], "energy_ha": -2041.74829, "total_charge": 0, "e_above_lowest_kj_mol": 227.9, "lumo_ha": 0.01168, "largest_force_ha_per_bohr": 0.146}